(1)
# C3H12N

A 2-piece molecular cluster, C3H12N overall (ωB97M-V/def2-TZVPD, the Open Molecules 2025 dataset).

The geometry in XYZ format:
```
16
Properties=species:S:1:pos:R:3
H -1.208 -0.266 2.205
C 0.560 -1.468 -0.579
H 1.505 -1.281 -0.085
H 0.729 -1.918 -1.554
H 0.404 0.198 -2.771
H 1.503 0.887 -1.548
H -1.126 -0.337 -0.991
H -0.060 -2.127 0.023
H -1.135 1.434 1.667
N -0.148 -0.161 -0.764
C 0.467 0.702 -1.811
C -0.715 0.694 2.347
H -0.065 1.646 -1.859
H 0.366 0.618 2.238
H -0.138 0.338 0.128
H -0.936 1.042 3.354
```

Properties
HOMO level = -17.350 eV
LUMO energy = -3.417 eV
Energy above the lowest of the compared OMol25 structures with the same formula, charge and spin = 3.0 kcal/mol
HOMO-LUMO gap = 13.933 eV
Calculated total energy = -4789.004 eV
Total charge = +1

These are the Löwdin partial charges, in e, on atoms 1 to 8: H 0.029; C 0.012; H 0.109; H 0.108; H 0.109; H 0.111; H 0.182; H 0.108

=====

(2)
# C25H20N4O5ReS3

C25H20N4O5ReS3 as an isolated structure (ωB97M-V/def2-TZVPD, the Open Molecules 2025 dataset).

The geometry in XYZ format:
```
58
Properties=species:S:1:pos:R:3
H -5.211 3.728 1.178
O -1.289 -0.470 -3.583
H -4.947 4.406 -1.201
C 3.034 2.084 2.106
H -3.081 -2.598 1.214
C -3.485 2.476 1.144
C 5.089 1.002 2.693
H -1.884 1.859 3.019
H -0.173 1.883 2.618
H 6.805 2.273 2.866
H 3.136 4.202 1.804
S 1.401 -0.065 -1.527
C -3.223 3.203 -1.512
H -0.930 0.349 2.988
H 1.009 -6.303 -0.584
H 5.641 0.101 2.935
O -3.021 -0.386 -1.699
C -4.243 3.718 -0.752
O -4.753 -0.151 -3.097
N -2.574 -2.102 0.501
H 2.004 -0.334 2.809
C -1.097 1.314 2.512
C 1.632 -4.136 -3.128
Re -0.981 -0.160 -1.649
C 5.745 2.224 2.650
H 5.558 4.331 2.296
O -1.403 1.772 -1.794
O -2.812 -0.142 -5.197
H 0.661 -2.244 -3.443
H 2.233 -4.057 -4.023
C 5.046 3.379 2.333
C 3.025 -0.407 2.441
C 1.742 -5.272 -2.325
C -2.521 -0.269 -4.047
H 1.979 2.029 1.873
N -0.912 -2.270 -1.164
H -3.080 -1.389 -0.028
C 0.086 -4.379 -0.879
C 0.007 -3.221 -1.646
C -2.426 1.927 0.396
C 0.766 -3.109 -2.804
C 0.957 -5.412 -1.194
N 0.451 -0.239 0.993
C -2.321 2.274 -0.974
H -3.107 3.460 -2.557
C -1.587 -2.749 -0.133
H 2.430 -6.060 -2.596
N -0.663 0.317 0.353
C 3.688 3.306 2.058
H -3.607 2.190 2.180
S -1.075 -4.314 0.418
H 3.564 -1.135 3.046
C 1.432 -0.424 0.179
C 3.728 0.920 2.425
C -1.396 1.131 1.055
C -3.578 -0.250 -2.900
C -4.393 3.341 0.586
S 2.927 -1.147 0.769
```

Properties
HOMO level (spin up / spin down) = -7.859 / -8.764 eV
LUMO energy (spin up / spin down) = -0.485 / -1.155 eV
⟨S²⟩ = 3.7698
Energy above the lowest of the compared OMol25 structures with the same formula, charge and spin = 0.0 kcal/mol
HOMO-LUMO gap (spin up / spin down) = 7.374 / 7.608 eV
Calculated total energy = -77086.519 eV
2S+1 = 4

These are the Löwdin partial charges, in e, on atoms 1 to 8: H 0.103; O -0.210; H 0.111; C -0.045; H 0.107; C -0.037; C -0.049; H 0.068

=====

(3)
# C21H28BCaN9O

C21H28BCaN9O as an isolated structure (ωB97M-V/def2-TZVPD, the Open Molecules 2025 dataset).

The geometry in XYZ format:
```
61
Properties=species:S:1:pos:R:3
H 1.518 1.130 -2.764
H -4.006 -2.984 2.116
C 2.120 0.707 3.196
H -4.402 -3.493 0.466
C 0.038 3.723 0.773
H 1.292 1.979 -4.294
H 5.706 -1.920 0.168
N -0.081 2.391 0.865
H -0.597 3.653 -4.567
N -0.144 1.842 -0.390
H 2.164 -3.092 0.659
C -3.754 -2.845 1.063
N 1.186 0.644 2.235
O -0.065 -0.898 -2.319
H 0.099 4.330 1.665
C 1.279 2.100 -3.207
N 1.638 -0.154 1.210
H -2.276 1.532 3.971
H 2.063 2.813 -2.932
C 3.206 -0.054 2.814
C -0.477 3.880 -3.505
Ca -0.114 -0.428 -0.199
C 3.649 -1.485 0.663
C -3.921 -1.380 0.645
C -1.060 -4.059 -3.532
H 3.790 -3.595 0.175
H -3.704 -0.144 -1.143
H 4.120 -0.207 3.366
C -2.419 0.883 3.119
H -1.415 4.306 -3.139
H -0.826 1.845 -2.940
C 5.149 -1.326 0.895
H -2.593 -1.515 -1.081
H -0.089 2.270 3.123
H 5.469 -0.285 0.805
C -3.608 -1.187 -0.840
C 2.858 -0.574 1.561
N -1.413 -4.914 -4.215
N -1.429 0.706 2.231
H 3.425 -3.265 1.877
C -3.515 0.151 2.714
C 0.073 4.071 -0.564
H 5.425 -1.682 1.892
H 1.952 1.304 4.080
N -0.414 -1.792 -3.167
H 3.434 -1.187 -0.365
N -0.237 -2.834 -0.151
H -4.478 0.078 3.200
B -0.104 1.534 2.170
C -3.114 -0.464 1.520
C -0.471 -3.160 -1.232
C 3.225 -2.946 0.849
C -0.087 2.618 -2.739
C -0.641 -2.996 -2.657
N -1.852 -0.136 1.229
H -2.721 -3.169 0.922
H 0.301 4.645 -3.416
H -4.962 -1.102 0.808
H -4.280 -1.786 -1.457
C -0.076 2.860 -1.254
H 0.166 5.064 -0.978
```

Properties
HOMO level = -9.158 eV
LUMO energy = -0.096 eV
Energy above the lowest of the compared OMol25 structures with the same formula, charge and spin = 5.8 kcal/mol
HOMO-LUMO gap = 9.062 eV
Calculated total energy = -56808.554 eV

These are the Löwdin partial charges, in e, on atoms 1 to 8: H 0.055; H 0.081; C -0.065; H 0.082; C -0.062; H 0.083; H 0.080; N -0.036

=====

(4)
# C21H29N9Re

C21H29N9Re as an isolated structure (ωB97M-V/def2-TZVPD, the Open Molecules 2025 dataset).

The geometry in XYZ format:
```
60
Properties=species:S:1:pos:R:3
H 1.589 -2.366 1.449
C -2.752 -1.715 1.531
H 1.690 -3.910 -4.128
C -0.591 -1.403 -4.512
H 2.886 1.071 -0.813
C -0.660 3.523 -0.711
H 0.923 3.834 0.752
C 0.359 -0.623 2.909
H 0.177 -1.262 4.882
N 1.903 -2.657 -1.518
H -0.639 4.490 1.218
C 0.358 -1.288 -2.344
N -0.139 2.274 -1.386
C 1.022 2.533 -2.299
C -0.532 -0.774 -3.278
C -3.645 -2.549 3.644
H 1.186 1.621 -2.877
N 2.041 -0.300 1.302
H 2.008 0.766 3.128
H 0.764 3.332 -2.997
C 1.085 -3.045 -3.891
H 2.129 3.855 -0.991
H -4.602 -2.753 1.737
H 3.201 -2.037 0.824
H -1.172 0.074 -3.068
N -0.246 -1.119 3.970
N -2.991 0.689 -0.713
H 0.122 -2.981 -5.785
C -1.911 0.598 -0.339
H -1.751 3.470 -0.712
N -0.416 2.372 1.445
H -3.971 0.701 -0.984
H 2.923 0.170 1.126
Re 0.075 0.640 0.203
C 1.138 -2.400 -2.661
C 1.598 -1.774 -0.584
H -2.403 -2.348 5.401
H -2.826 -1.688 0.454
H -0.880 1.991 -2.025
C -1.532 -1.513 3.601
H 2.579 -3.407 -1.421
H -1.403 2.348 1.716
H 3.126 2.920 -2.083
C -1.645 -1.236 2.236
N 0.663 -0.902 -1.021
H -1.270 -1.034 -5.268
N 2.333 1.831 -0.418
H -4.446 -3.058 4.163
C -2.518 -2.151 4.344
H 2.440 -0.928 3.322
C 2.162 -1.699 0.799
H 2.889 2.203 0.352
C 1.793 -0.243 2.765
C 0.204 -2.518 -4.811
C -3.740 -2.357 2.257
H -0.390 4.399 -1.303
H 0.071 2.395 2.344
N -0.441 -0.596 1.824
C -0.150 3.657 0.711
C 2.227 2.880 -1.466
```

Properties
HOMO level (spin up / spin down) = -20.068 / -20.074 eV
LUMO energy (spin up / spin down) = -12.292 / -15.009 eV
⟨S²⟩ = 3.7690
HOMO-LUMO gap (spin up / spin down) = 7.776 / 5.065 eV
Calculated total energy = -37749.900 eV
2S+1 = 4
Total charge = +4

These are the Löwdin partial charges, in e, on atoms 1 to 8: H 0.153; C -0.029; H 0.145; C -0.010; H 0.101; C -0.135; H 0.112; C -0.298

=====

(5)
# C35H52N3O2S3SiZr

C35H52N3O2S3SiZr as an isolated structure (ωB97M-V/def2-TZVPD, the Open Molecules 2025 dataset).

The geometry in XYZ format:
```
97
Properties=species:S:1:pos:R:3
C -0.524 -2.809 1.992
C -2.845 0.442 1.129
C 2.933 2.950 -1.480
H -1.439 5.853 0.413
H -3.110 -1.395 -2.872
H 1.022 -2.019 -3.002
H 2.813 -1.302 3.784
C 4.253 -0.627 -5.096
N 2.045 -1.503 4.406
C 1.829 -2.848 1.192
H 1.223 -3.611 -2.290
Zr 0.536 0.109 0.603
C 0.380 -3.186 0.813
H -3.848 -2.893 -1.046
Si -0.073 -2.170 -0.762
H 3.313 3.162 -2.479
C -1.128 4.638 -3.252
C -0.671 4.349 -0.933
C -1.789 -2.477 -1.534
H -1.572 -3.036 1.806
H 6.136 -1.469 -4.499
H 0.918 -5.013 -0.265
C 1.741 4.130 0.488
H 4.390 -0.874 -6.140
H 5.812 -0.935 -2.106
C -5.109 0.198 0.281
C 1.231 -2.541 -2.067
O 2.335 0.243 -0.302
H -1.369 -1.090 6.557
S 0.047 3.499 0.429
C -1.778 5.832 -2.957
H 3.972 2.405 0.384
H -7.153 0.062 -0.324
C 3.898 0.003 -2.447
N -0.070 -0.666 5.004
H 1.982 0.810 -3.031
C 1.025 -0.679 4.270
C -6.463 0.427 0.425
S 1.168 0.576 3.033
C 3.085 0.010 -4.686
C -1.682 -3.657 -2.515
H -3.006 -2.041 0.249
H -0.741 -5.000 0.337
H -8.000 1.295 1.637
H -4.723 -0.345 -0.572
C -0.472 -1.526 6.127
C 5.238 -0.961 -4.177
H 2.242 -2.272 -1.759
N -1.718 0.233 0.998
H 1.604 5.108 0.959
H -0.059 2.951 -2.455
H 2.319 0.251 -5.411
H -6.450 2.142 3.358
H 2.223 3.493 1.237
H 2.495 -2.127 6.383
H 3.414 4.858 -0.576
H 1.949 4.863 -1.518
H -0.217 -3.352 2.894
S 3.829 0.394 -0.737
C 3.997 2.189 -0.687
H 5.015 2.388 -1.031
C -4.237 0.679 1.266
H 1.462 -3.251 5.456
C 2.525 4.265 -0.811
H 2.536 -3.103 0.403
C -1.883 6.277 -1.647
H -1.064 4.296 -4.276
C 0.281 -4.694 0.562
H 1.997 -1.783 1.450
H -0.706 -2.532 5.786
H -2.402 7.199 -1.424
H -1.360 -4.577 -2.023
C 5.060 -0.658 -2.836
H -2.665 -3.850 -2.954
H -1.420 -0.960 -3.073
C -1.339 5.527 -0.615
H -2.214 6.414 -3.757
C -0.559 3.886 -2.238
C 2.898 0.335 -3.355
H -2.326 -0.350 -1.681
C -6.938 1.122 1.531
C -6.066 1.601 2.505
H -0.477 -1.738 2.248
C -4.708 1.384 2.380
C -2.177 -1.220 -2.328
H -0.720 0.061 4.749
H 2.048 2.329 -1.603
C 2.293 -2.555 5.404
H 3.173 -3.101 5.078
H -2.717 -3.759 -0.024
H 0.601 -5.247 1.452
H -4.018 1.752 3.127
H 2.124 -3.401 2.091
C -2.891 -2.804 -0.522
H 0.291 -1.551 6.898
O 0.192 2.020 -0.062
H -0.995 -3.453 -3.336
```

Properties
HOMO level = -15.261 eV
LUMO energy = -7.814 eV
Energy above the lowest of the compared OMol25 structures with the same formula, charge and spin = 6.5 kcal/mol
HOMO-LUMO gap = 7.447 eV
Calculated total energy = -87346.923 eV
Total charge = +3

These are the Löwdin partial charges, in e, on atoms 1 to 8: C -0.102; C -0.072; C -0.219; H 0.121; H 0.097; H 0.034; H 0.122; C -0.018

=====

(6)
# C30H17F5N5SeTc

C30H17F5N5SeTc as an isolated structure (ωB97M-V/def2-TZVPD, the Open Molecules 2025 dataset).

The geometry in XYZ format:
```
59
Properties=species:S:1:pos:R:3
H 6.246 2.288 -6.697
F -3.095 1.905 5.296
H -1.994 0.592 -2.850
H 10.047 2.404 -4.701
H 2.500 -1.025 0.343
C -0.877 -5.628 -0.255
C -2.545 -0.220 1.904
C 6.875 2.117 -5.834
C -2.837 -4.597 -3.257
F -4.660 -1.214 2.141
H 0.322 -5.588 1.523
C 1.440 -0.013 -2.584
H -1.026 -6.701 -0.243
C 0.047 -3.635 0.687
N 6.258 0.812 -2.541
H 0.503 0.043 -3.118
N -0.491 -2.883 -0.269
C -3.728 -0.386 2.581
C -1.530 0.616 2.312
H 6.501 0.545 -1.599
Se 0.078 0.760 1.295
C 8.464 1.620 -3.471
C -1.244 -3.478 -1.240
C -0.129 -5.018 0.723
Tc -0.451 -0.810 -0.364
H 8.681 2.821 -6.704
C 2.613 0.403 -3.180
H -2.439 -6.469 -2.352
F -5.026 0.221 4.428
C 6.312 1.567 -4.633
C 3.810 0.299 -2.476
N 1.398 -0.502 -1.332
H -3.451 -0.217 -4.683
C 2.557 -0.623 -0.659
C -1.736 1.340 3.475
C -1.463 -4.855 -1.276
C 5.044 0.768 -3.117
F -2.363 -0.944 0.720
H 4.657 -0.379 -0.590
N -1.594 -1.291 -2.114
C 8.206 2.404 -5.826
C -2.276 -5.399 -2.326
N 5.052 1.214 -4.386
C -1.832 -2.629 -2.222
H 9.103 1.455 -2.614
C -2.175 -0.469 -2.979
H -3.860 -2.659 -4.928
H 2.603 0.807 -4.183
C -2.637 -3.175 -3.223
C -3.910 0.349 3.750
C -3.225 -2.279 -4.137
C -2.916 1.213 4.194
H 0.623 -3.123 1.449
F -0.795 2.164 3.909
C 7.134 1.333 -3.483
C 8.992 2.164 -4.673
C -3.000 -0.930 -4.008
C 3.770 -0.245 -1.194
H -3.457 -5.013 -4.040
```

Properties
HOMO level (spin up / spin down) = -16.070 / -16.088 eV
LUMO energy (spin up / spin down) = -9.156 / -11.367 eV
⟨S²⟩ = 3.7941
Energy above the lowest of the compared OMol25 structures with the same formula, charge and spin = 0.0 kcal/mol
HOMO-LUMO gap (spin up / spin down) = 6.915 / 4.721 eV
Calculated total energy = -119943.236 eV
2S+1 = 4
Total charge = +3

These are the Löwdin partial charges, in e, on atoms 1 to 8: H 0.142; F 0.188; H 0.129; H 0.141; H 0.108; C 0.064; C -0.198; C 0.082

=====

(7)
# C32H29MnN5OS2Si

C32H29MnN5OS2Si as an isolated structure (ωB97M-V/def2-TZVPD, the Open Molecules 2025 dataset).

The geometry in XYZ format:
```
71
Properties=species:S:1:pos:R:3
H -0.260 3.628 -3.659
C -0.084 4.473 2.014
C -1.822 1.138 1.938
C -2.622 -0.674 -2.072
C -3.256 -1.697 -2.762
H 2.767 4.561 0.205
C 1.896 4.174 0.713
H -3.448 4.969 -1.137
H -3.446 -1.590 -3.822
H 2.854 0.492 1.511
H 4.015 -2.422 -4.341
C -0.769 2.338 -2.025
C -0.900 3.480 -2.799
H 2.940 -4.109 -5.826
C -1.587 2.135 -0.909
H -0.783 -0.983 1.509
C -3.742 1.703 3.108
H 2.982 -6.965 -2.883
C 1.040 5.011 1.416
H 4.058 -5.412 -1.256
C -2.761 -1.968 -0.044
C 3.191 -4.359 -4.802
C 0.483 -0.395 4.681
Si -1.496 0.598 0.122
C -2.551 3.100 -0.597
C -2.688 4.237 -1.378
H -3.754 -3.858 -0.201
H 1.465 1.020 5.728
H 0.107 -1.767 -0.595
H 4.740 -0.622 0.415
H -4.174 -3.628 -2.628
H -1.970 5.317 -3.084
C -3.121 0.727 2.390
S -2.778 3.109 3.268
C 3.811 -5.083 -2.256
H -0.516 -1.963 3.897
C -0.307 3.109 1.903
Mn 0.055 0.288 1.743
H -0.014 1.606 -2.295
H 0.633 -0.128 6.717
C 3.727 -0.892 0.146
H 1.238 6.073 1.476
N 1.384 -0.552 0.484
C 2.143 -2.196 -1.079
H -2.552 -2.105 1.011
H 2.268 2.143 0.133
N 0.853 0.225 5.802
O 0.858 0.062 3.560
C -1.527 2.438 2.344
C -3.425 -2.971 -0.727
C 2.672 -0.261 0.754
H -0.798 5.098 2.533
C 3.215 -5.946 -3.167
C 4.086 -3.791 -2.677
H -3.224 2.949 0.242
C 3.478 -1.885 -0.812
N 2.900 -5.596 -4.411
C 3.787 -3.414 -3.976
H 1.877 -2.961 -1.795
H -4.715 1.669 3.571
C -1.860 4.430 -2.475
N -0.273 -1.494 4.753
C 1.622 2.822 0.673
H -3.558 -0.243 2.204
C -2.351 -0.801 -0.703
H -2.353 0.228 -2.606
C 1.144 -1.525 -0.414
S 4.855 -2.635 -1.563
N 0.558 2.284 1.278
H -0.556 -1.903 5.627
C -3.664 -2.839 -2.091
```

Properties
HOMO level (spin up / spin down) = -13.704 / -13.666 eV
LUMO energy (spin up / spin down) = -6.399 / -6.193 eV
⟨S²⟩ = 0.7781
Energy above the lowest of the compared OMol25 structures with the same formula, charge and spin = 31.3 kcal/mol
HOMO-LUMO gap (spin up / spin down) = 7.305 / 7.472 eV
Calculated total energy = -104007.506 eV
2S+1 = 2
Total charge = +2

These are the Löwdin partial charges, in e, on atoms 1 to 8: H 0.114; C 0.019; C -0.412; C -0.072; C -0.050; H 0.125; C -0.006; H 0.116

=====

(8)
# CHN3OS

An isolated molecule of CHN3OS (ωB97M-V/def2-TZVPD, the Open Molecules 2025 dataset).

The geometry in XYZ format:
```
7
Properties=species:S:1:pos:R:3
H 2.084 -0.386 -1.051
N -0.475 0.686 1.074
S 1.993 0.369 0.006
C 0.278 0.166 0.152
N -1.729 0.234 0.759
O -0.404 -0.574 -0.697
N -1.747 -0.496 -0.243
```

Properties
HOMO level = -10.444 eV
LUMO energy = 0.404 eV
Energy above the lowest of the compared OMol25 structures with the same formula, charge and spin = 55.1 kcal/mol
HOMO-LUMO gap = 10.849 eV
Calculated total energy = -18403.775 eV

Formally, the Löwdin partial charges of the atoms, in units of the elementary charge, are as follows: H -0.133; N 0.042; S 0.901; C -0.817; N -0.017; O -0.036; N 0.060